The molecule C24H25FN4O2. Source: the Open Molecules 2025 dataset; level of theory: wB97M-V/def2-TZVPD.

```
56
Properties=species:S:1:pos:R:3:lowdin_charge:R:1
F -5.910 1.723 -0.863 0.04
O -1.248 -2.168 0.944 0.07
O -0.398 -1.941 -1.160 0.09
N 5.882 -0.480 -1.714 0.06
N -0.447 1.662 0.012 -0.08
N 0.936 -1.931 0.673 0.10
N 2.301 0.926 0.537 -0.13
C 4.301 -0.262 0.069 -0.16
C -4.569 1.710 -0.664 -0.30
C -4.737 -1.133 0.943 -0.09
C 4.670 -0.650 -1.215 -0.11
C 2.160 -1.596 -0.011 -0.12
C 2.895 -0.390 0.626 -0.25
C -2.388 1.041 -1.356 -0.01
C 6.553 0.525 0.334 -0.06
C -0.252 -2.022 0.034 -0.57
C 1.890 1.457 -0.740 -0.13
C -4.045 2.340 0.449 -0.02
C 5.281 0.346 0.848 -0.02
C -2.682 2.309 0.656 -0.02
C -2.573 -2.064 0.521 -0.23
C -0.051 1.168 1.324 -0.14
C -5.231 -1.785 -0.175 -0.09
C -3.407 -1.265 1.292 -0.01
C -4.392 -2.579 -0.936 -0.07
C -3.753 1.068 -1.573 -0.01
C 6.802 0.091 -0.959 -0.15
C -1.824 1.651 -0.233 -0.23
C 1.438 1.418 1.579 -0.15
C -3.059 -2.731 -0.590 -0.01
C 0.413 1.199 -1.068 -0.14
H 2.518 1.040 -1.528 0.12
H -0.268 0.094 1.416 0.10
H 2.057 2.540 -0.706 0.13
H -4.701 2.849 1.138 0.12
H 7.330 0.990 0.921 0.10
H -2.276 2.821 1.515 0.11
H -6.267 -1.667 -0.453 0.11
H 2.846 -2.452 0.016 0.14
H 1.889 -1.399 -1.048 0.12
H -3.003 -0.756 2.153 0.12
H 7.777 0.205 -1.415 0.10
H -5.387 -0.512 1.540 0.11
H -4.773 -3.091 -1.806 0.11
H 3.970 -1.125 -1.888 0.11
H 2.988 -0.605 1.700 0.15
H 0.153 1.769 -1.963 0.13
H 0.264 0.135 -1.283 0.09
H 1.598 2.502 1.640 0.13
H -2.404 -3.348 -1.184 0.12
H 1.721 0.975 2.537 0.12
H 0.951 -2.055 1.673 0.16
H 5.041 0.678 1.848 0.12
H -0.625 1.687 2.091 0.11
H -1.773 0.509 -2.063 0.11
H -4.184 0.581 -2.433 0.12
```

## Properties
**Spin multiplicity**: 1
**E_LUMO**: 0.019 Eh
**Relative energy (zero: lowest compared OMol25 entry of this formula, charge and spin)**: 17.9 kcal/mol
**HOMO**: -7.74 eV
**Structure (SMILES)**: O=C(NC[C@@H](c1cccnc1)N1CCN(c2ccc(F)cc2)CC1)Oc1ccccc1
**Electronic energy**: -38067.03986 eV
**Frontier orbital gap**: 8.247 eV



A structure of composition C24H25FNNaO4STe. Source: the Open Molecules 2025 dataset; level of theory: wB97M-V/def2-TZVPD.

```
58
Properties=species:S:1:pos:R:3:lowdin_charge:R:1
Te 2.004 -3.806 -0.489 0.76
S 2.851 -2.042 -2.030 -0.46
Na 1.078 -0.850 -0.385 0.07
F 5.130 4.458 -0.302 0.05
O -1.564 -2.664 1.288 -0.10
O -0.900 -0.139 0.089 -0.06
O -2.479 1.108 1.102 -0.01
O 1.712 0.950 0.567 0.02
N -0.257 4.509 0.863 0.01
C 0.975 -8.507 -2.785 -0.18
C 3.808 4.442 -0.013 -0.26
C 0.651 -6.376 0.300 -0.18
C 0.728 -7.584 -3.803 -0.17
C 1.824 5.726 0.434 -0.15
C 1.774 3.300 0.422 -0.03
C 0.438 -5.859 -2.106 -0.33
C 0.479 -6.260 -3.427 -0.10
C 0.628 -6.808 -1.037 -0.37
C 0.310 -4.429 -1.721 -0.48
C -2.806 -3.020 0.721 -0.34
C -0.919 3.320 0.846 0.01
C 1.105 4.514 0.576 -0.08
C -3.958 -2.233 1.325 -0.10
C 3.139 3.261 0.122 0.08
C -2.198 5.605 1.959 -0.05
C 1.064 1.987 0.561 -0.28
C -1.008 5.769 1.025 -0.32
C 1.110 7.036 0.616 -0.14
C -0.074 6.851 1.544 -0.16
C 0.933 -8.136 -1.455 -0.10
C -0.376 2.093 0.682 -0.01
C 3.166 5.667 0.146 0.03
C -1.355 0.901 0.627 -0.61
H 0.759 7.406 -0.353 0.12
H 0.942 -7.107 1.053 0.00
H -4.910 -2.510 0.859 0.06
H -1.368 6.076 0.033 0.15
H 0.351 -5.499 -4.194 0.09
H -2.929 -4.091 0.898 0.11
H -3.012 5.028 1.526 0.08
H -1.892 5.116 2.885 0.10
H -0.568 -4.237 -1.100 0.03
H 0.761 -7.873 -4.847 0.06
H -1.990 3.345 0.986 0.12
H -2.786 -2.881 -0.368 0.11
H -4.025 -2.432 2.398 0.07
H 1.200 -9.541 -3.037 0.07
H 0.340 -3.740 -2.564 0.02
H 3.621 2.299 0.002 0.14
H -3.801 -1.162 1.185 0.05
H 1.121 -8.881 -0.685 0.08
H -2.590 6.594 2.203 0.08
H 1.804 7.783 1.007 0.11
H -0.058 -5.627 0.642 -0.01
H 0.273 6.563 2.542 0.13
H -0.644 7.776 1.648 0.11
H 3.743 6.579 0.037 0.12
H -1.354 -1.766 0.983 0.04
```

## Properties
**Total charge**: -2
**Spin multiplicity**: 1
**E_LUMO**: 0.118 Eh
**Relative energy (zero: lowest compared OMol25 entry of this formula, charge and spin)**: 0.0 kcal/mol
**HOMO**: 0.57 eV
**Electronic energy**: -60238.87549 eV
**Frontier orbital gap**: 2.644 eV



A structure of composition C24H25HfN7O4S2 in a non-equilibrium geometry. Source: the Open Molecules 2025 dataset; level of theory: wB97M-V/def2-TZVPD.

```
63
Properties=species:S:1:pos:R:3:lowdin_charge:R:1
Hf -15.926 7.420 3.682 1.62
S -16.608 7.103 1.066 0.63
S -16.719 4.250 2.144 0.95
O -17.698 6.336 3.818 -0.34
O -18.248 1.886 7.599 0.07
O -14.871 5.957 4.376 -0.24
O -16.388 1.797 8.719 0.08
N -14.422 8.958 3.128 -0.09
N -12.931 7.529 0.893 0.19
N -17.078 2.205 7.804 -0.34
N -13.985 11.244 2.673 -0.01
N -15.671 10.063 1.572 0.05
N -13.197 3.329 2.032 0.19
N -16.323 8.549 5.458 -0.09
C -14.929 12.177 0.583 -0.15
C -17.529 4.973 3.796 -0.53
C -14.609 4.402 6.212 0.01
C -16.152 9.948 7.186 -0.06
C -17.221 3.622 5.843 0.05
C -16.065 11.174 0.704 -0.16
C -14.420 5.497 1.411 -0.38
C -14.402 12.487 1.977 -0.13
C -17.248 9.547 5.271 -0.40
C -15.350 4.934 5.158 -0.27
C -17.173 10.444 6.299 -0.05
C -16.465 3.149 6.873 -0.15
C -13.606 6.605 1.046 -0.23
C -15.157 3.488 7.067 0.01
C -13.244 8.883 3.998 -0.23
C -15.653 8.805 6.646 -0.38
C -12.843 11.281 3.623 -0.11
C -14.658 7.851 7.203 -0.05
C -15.793 5.624 1.515 -1.01
C -14.661 10.095 2.474 -0.36
C -12.180 9.906 3.633 -0.14
C -18.146 9.533 4.075 -0.04
C -16.648 4.451 4.920 -0.17
C -13.759 4.306 1.806 -0.24
H -14.113 11.712 0.017 0.13
H -17.783 11.319 6.361 0.09
H -13.189 11.547 4.635 0.13
H -11.420 9.869 4.403 0.12
H -18.260 3.328 5.789 0.14
H -12.159 12.057 3.281 0.12
H -11.728 9.691 2.672 0.11
H -14.057 7.397 6.424 0.04
H -14.604 3.019 7.862 0.13
H -19.032 8.924 4.194 0.08
H -15.836 10.379 8.121 0.10
H -13.598 4.747 6.332 0.13
H -18.496 10.537 3.872 0.08
H -15.237 13.074 0.059 0.12
H -18.486 4.436 3.828 0.11
H -17.583 9.193 3.179 0.02
H -16.952 11.673 1.106 0.12
H -13.499 13.119 1.903 0.13
H -12.834 7.867 3.899 0.11
H -13.540 9.054 5.032 0.10
H -14.024 8.402 7.907 0.09
H -15.117 7.019 7.741 0.08
H -15.787 9.136 1.162 -0.01
H -15.139 13.052 2.567 0.13
H -16.291 10.747 -0.265 0.12
```

## Properties
**Spin multiplicity**: 1
**E_LUMO**: -0.038 Eh
**Relative energy (zero: lowest compared OMol25 entry of this formula, charge and spin)**: 20.6 kcal/mol
**HOMO**: -7.93 eV
**Electronic energy**: -66892.47957 eV
**Frontier orbital gap**: 6.912 eV



A structure of composition C24H25I2N5ORuS3 in a non-equilibrium geometry. Source: the Open Molecules 2025 dataset; level of theory: wB97M-V/def2-TZVPD.

```
61
Properties=species:S:1:pos:R:3:lowdin_spin:R:1
I -6.113 -19.189 12.462 0.00
I -3.038 -19.548 7.254 0.01
Ru -5.623 -15.720 6.406 2.38
S -3.070 -15.598 7.322 0.44
S -5.216 -16.146 4.205 0.20
S -6.095 -15.317 8.897 0.32
O -5.466 -17.831 6.479 0.06
N -7.963 -16.912 6.420 0.08
N -8.581 -14.124 5.274 0.01
N -5.806 -12.516 6.343 0.05
N -4.842 -13.501 3.696 0.17
N -6.051 -14.760 2.066 0.03
C -5.689 -13.662 6.390 0.01
C -4.674 -18.994 8.368 0.00
C -7.141 -13.823 0.140 0.06
C -9.166 -14.513 2.535 0.00
C -5.732 -18.334 7.677 0.01
C -9.115 -15.601 3.448 0.00
C -4.438 -11.120 3.549 0.02
C -6.993 -18.225 8.323 0.01
C -8.183 -17.752 7.593 0.01
C -2.233 -16.136 9.908 0.02
C -8.445 -13.101 4.367 0.01
C -8.702 -13.291 3.043 0.01
C -6.071 -19.228 10.321 0.00
C -5.796 -12.345 1.860 0.03
C -5.433 -14.681 3.202 0.19
C -7.157 -18.700 9.608 0.01
C -3.438 -15.789 9.018 0.19
C -5.115 -12.337 3.012 0.11
C -8.932 -15.370 4.780 0.01
C -4.659 -15.639 9.688 0.16
C -4.868 -19.464 9.692 0.01
C -4.689 -15.606 11.214 0.01
C -9.183 -16.493 5.746 0.01
C -6.308 -13.645 1.346 0.33
H -9.888 -16.256 6.514 0.00
H -9.251 -14.591 1.445 0.00
H -4.125 -16.423 11.594 0.00
H -8.830 -17.210 8.344 0.00
H -2.082 -15.266 10.487 0.01
H -4.620 -10.202 2.953 0.00
H -3.393 -11.297 3.407 0.01
H -4.027 -19.975 10.103 0.00
H -8.022 -12.114 4.802 0.00
H -4.724 -13.447 4.666 0.01
H -2.603 -16.976 10.526 0.01
H -5.973 -11.458 1.264 0.00
H -7.398 -17.427 5.793 0.00
H -8.035 -13.239 0.265 0.01
H -8.776 -18.695 7.258 0.00
H -7.545 -14.861 0.104 0.00
H -9.705 -17.266 5.158 0.00
H -8.593 -12.371 2.381 0.00
H -6.653 -13.708 -0.820 0.02
H -1.454 -16.408 9.201 0.00
H -5.725 -15.705 11.629 0.00
H -4.106 -14.780 11.604 0.00
H -4.673 -10.870 4.551 0.00
H -9.567 -16.534 3.138 0.00
H -8.125 -18.673 10.026 0.00
```

## Properties
**Total charge**: -1
**Spin multiplicity**: 6
**E_LUMO (alpha / beta)**: 0.076 / 0.046 Eh
**Relative energy (zero: lowest compared OMol25 entry of this formula, charge and spin)**: 12.7 kcal/mol
**HOMO (alpha / beta)**: -2.80 / -5.29 eV
**Electronic energy**: -86080.19260 eV
**Frontier orbital gap (alpha / beta)**: 4.866 / 6.539 eV



Please write out number 1 again, unchanged.
The molecule C24H25FN4O2. Source: the Open Molecules 2025 dataset; level of theory: wB97M-V/def2-TZVPD.

```
56
Properties=species:S:1:pos:R:3:lowdin_charge:R:1
F -5.910 1.723 -0.863 0.04
O -1.248 -2.168 0.944 0.07
O -0.398 -1.941 -1.160 0.09
N 5.882 -0.480 -1.714 0.06
N -0.447 1.662 0.012 -0.08
N 0.936 -1.931 0.673 0.10
N 2.301 0.926 0.537 -0.13
C 4.301 -0.262 0.069 -0.16
C -4.569 1.710 -0.664 -0.30
C -4.737 -1.133 0.943 -0.09
C 4.670 -0.650 -1.215 -0.11
C 2.160 -1.596 -0.011 -0.12
C 2.895 -0.390 0.626 -0.25
C -2.388 1.041 -1.356 -0.01
C 6.553 0.525 0.334 -0.06
C -0.252 -2.022 0.034 -0.57
C 1.890 1.457 -0.740 -0.13
C -4.045 2.340 0.449 -0.02
C 5.281 0.346 0.848 -0.02
C -2.682 2.309 0.656 -0.02
C -2.573 -2.064 0.521 -0.23
C -0.051 1.168 1.324 -0.14
C -5.231 -1.785 -0.175 -0.09
C -3.407 -1.265 1.292 -0.01
C -4.392 -2.579 -0.936 -0.07
C -3.753 1.068 -1.573 -0.01
C 6.802 0.091 -0.959 -0.15
C -1.824 1.651 -0.233 -0.23
C 1.438 1.418 1.579 -0.15
C -3.059 -2.731 -0.590 -0.01
C 0.413 1.199 -1.068 -0.14
H 2.518 1.040 -1.528 0.12
H -0.268 0.094 1.416 0.10
H 2.057 2.540 -0.706 0.13
H -4.701 2.849 1.138 0.12
H 7.330 0.990 0.921 0.10
H -2.276 2.821 1.515 0.11
H -6.267 -1.667 -0.453 0.11
H 2.846 -2.452 0.016 0.14
H 1.889 -1.399 -1.048 0.12
H -3.003 -0.756 2.153 0.12
H 7.777 0.205 -1.415 0.10
H -5.387 -0.512 1.540 0.11
H -4.773 -3.091 -1.806 0.11
H 3.970 -1.125 -1.888 0.11
H 2.988 -0.605 1.700 0.15
H 0.153 1.769 -1.963 0.13
H 0.264 0.135 -1.283 0.09
H 1.598 2.502 1.640 0.13
H -2.404 -3.348 -1.184 0.12
H 1.721 0.975 2.537 0.12
H 0.951 -2.055 1.673 0.16
H 5.041 0.678 1.848 0.12
H -0.625 1.687 2.091 0.11
H -1.773 0.509 -2.063 0.11
H -4.184 0.581 -2.433 0.12
```

## Properties
**Spin multiplicity**: 1
**E_LUMO**: 0.019 Eh
**Relative energy (zero: lowest compared OMol25 entry of this formula, charge and spin)**: 17.9 kcal/mol
**HOMO**: -7.74 eV
**Structure (SMILES)**: O=C(NC[C@@H](c1cccnc1)N1CCN(c2ccc(F)cc2)CC1)Oc1ccccc1
**Electronic energy**: -38067.03986 eV
**Frontier orbital gap**: 8.247 eV



What is the spin multiplicity in the first record? 1



What is the spin multiplicity in the fourth record? 6



What is the relative energy (zero: lowest compared OMol25 entry of this formula, charge and spin) in the fourth record? 12.7 kcal/mol